# 1
Computed, not measured: one molecule with the formula C6H11N3O3, with wB97M-V/def2-TZVPD.

Values from the calculation:
Molar mass (Da): 173.2
F_max (eV Å⁻¹): 6.15
Energy above the lowest of the compared OMol25 structures with the same formula, charge and spin (eV): 5.952
HOMO energy (alpha / beta) (eV): -6.8381 / -6.8371
LUMO (alpha / beta) (eV): 0.202 / 0.201

Last column: Löwdin charge in e.
Positions of all 23 atoms, in Å:
1 C -1.19 0.46 1.13  -0.053
2 C -0.07 1.30 0.89  -0.417
3 C -0.35 -1.71 0.81  -0.084
4 C -2.57 -1.47 0.90  -0.069
5 C 1.33 -2.21 -0.83  -0.330
6 C 1.86 1.78 -0.56  -0.315
7 N 0.62 -2.29 0.43  0.153
8 N -1.31 -0.87 0.78  -0.131
9 N 0.88 0.96 0.13  0.045
10 O -0.37 2.55 1.44  0.040
11 O 1.07 -1.24 -1.72  -0.026
12 O 1.40 2.86 -1.31  -0.010
13 H -1.99 0.90 1.63  0.086
14 H -2.77 -2.50 0.28  0.151
15 H -2.77 -1.92 1.94  0.122
16 H -3.42 -0.83 0.61  0.093
17 H 1.11 -3.20 -1.21  0.122
18 H 2.38 -2.27 -0.47  0.133
19 H 2.54 1.10 -0.97  0.089
20 H 2.54 2.14 0.25  0.133
21 H 0.02 3.26 0.90  0.106
22 H 1.09 -0.35 -1.23  0.074
23 H 0.88 2.59 -2.06  0.089

=====

# 2
Computed, not measured: C44H55BBr4MoN7O3SSe as an isolated structure, with wB97M-V/def2-TZVPD.

Values from the calculation:
Spin multiplicity: 4
Molar mass (Da): 1267.4
F_max (eV Å⁻¹): 0.80
Net charge: -2
Energy above the lowest of the compared OMol25 structures with the same formula, charge and spin (eV): 1.543
HOMO energy (alpha / beta) (eV): -0.7675 / -0.7779
LUMO (alpha / beta) (eV): 3.783 / 3.781

Last column: Löwdin charge in e.
Positions of all 117 atoms, in Å:
1 Mo -0.18 0.86 0.76  1.486
2 C -2.64 -0.76 -4.69  -0.042
3 C -1.32 -0.45 -4.06  -0.283
4 C -0.06 -0.69 -4.54  0.009
5 C 0.81 -0.25 -3.51  -0.281
6 N 0.12 0.22 -2.49  0.122
7 N -1.19 0.10 -2.82  0.022
8 B -2.32 0.66 -1.98  -0.525
9 N -2.80 -0.31 -0.87  0.020
10 N -1.97 -0.94 -0.01  0.075
11 C -2.72 -1.79 0.69  -0.241
12 C -4.07 -1.65 0.31  -0.001
13 C -4.08 -0.72 -0.70  -0.274
14 C -5.27 -0.27 -1.48  -0.032
15 C -2.28 -2.87 1.67  -0.518
16 C -2.79 -2.50 3.08  -0.059
17 C -0.78 -3.17 1.73  -0.146
18 C -2.96 -4.20 1.25  -0.063
19 N -2.01 2.11 -1.47  0.033
20 N -0.78 2.48 -0.99  0.062
21 C -0.74 3.81 -1.04  -0.229
22 C -1.97 4.31 -1.48  0.010
23 C -2.74 3.20 -1.76  -0.275
24 C -4.15 3.19 -2.27  -0.029
25 C 0.47 4.69 -0.79  -0.522
26 C 1.76 3.88 -0.93  -0.033
27 C 0.51 5.77 -1.88  -0.070
28 C 0.35 5.39 0.57  -0.043
29 C 2.32 -0.26 -3.55  -0.551
30 C 2.78 0.52 -4.79  -0.065
31 C 2.91 0.39 -2.30  -0.087
32 C 2.82 -1.70 -3.65  -0.070
33 H -2.46 -1.32 -5.61  0.070
34 H -3.20 0.14 -4.95  0.070
35 H -3.27 -1.37 -4.04  0.075
36 H 0.20 -1.14 -5.48  0.097
37 H -3.27 0.79 -2.70  0.091
38 H -4.92 -2.21 0.67  0.099
39 H -6.10 -0.96 -1.27  0.072
40 H -5.09 -0.26 -2.55  0.062
41 H -5.60 0.73 -1.19  0.064
42 H -2.25 -1.63 3.46  0.027
43 H -2.62 -3.33 3.77  0.079
44 H -3.86 -2.27 3.07  0.074
45 H -0.18 -2.28 1.87  -0.041
46 H -0.43 -3.63 0.80  0.009
47 H -0.60 -3.86 2.56  0.091
48 H -4.05 -4.16 1.31  0.063
49 H -2.61 -5.00 1.92  0.078
50 H -2.67 -4.46 0.23  0.090
51 H -2.26 5.34 -1.63  0.101
52 H -4.42 4.20 -2.57  0.073
53 H -4.84 2.88 -1.49  0.070
54 H -4.28 2.52 -3.11  0.066
55 H 1.93 3.63 -1.98  0.081
56 H 1.74 2.95 -0.39  0.046
57 H 2.61 4.47 -0.58  0.095
58 H 0.51 5.33 -2.88  0.087
59 H 1.43 6.36 -1.77  0.081
60 H -0.34 6.46 -1.80  0.065
61 H 0.18 4.67 1.36  0.029
62 H -0.48 6.09 0.55  0.081
63 H 1.27 5.94 0.79  0.087
64 H 2.44 1.56 -4.74  0.080
65 H 2.39 0.08 -5.71  0.066
66 H 3.87 0.52 -4.85  0.073
67 H 2.60 1.43 -2.21  0.063
68 H 4.00 0.36 -2.35  0.074
69 H 2.59 -0.12 -1.39  -0.002
70 H 2.42 -2.20 -4.54  0.072
71 H 2.52 -2.27 -2.77  0.012
72 H 3.92 -1.71 -3.72  0.076
73 O -2.13 1.43 1.40  -0.268
74 N -2.28 1.59 2.70  -0.172
75 C -3.28 2.40 3.08  -0.019
76 C -3.57 2.62 4.40  -0.074
77 C -2.78 1.97 5.36  -0.093
78 C -1.76 1.16 4.96  -0.092
79 C -1.47 0.96 3.59  -0.619
80 S -0.20 -0.05 3.06  0.776
81 H -3.81 2.85 2.25  0.137
82 H -4.38 3.28 4.67  0.095
83 H -2.97 2.12 6.42  0.100
84 H -1.12 0.67 5.67  0.106
85 Br 3.83 4.67 5.04  0.645
86 C 3.29 3.53 3.62  -0.763
87 C 4.21 2.77 2.92  -0.756
88 Br 6.06 2.89 3.31  0.654
89 C 3.78 1.90 1.91  -0.613
90 Br 4.97 0.86 0.88  0.808
91 C 2.42 1.76 1.61  -0.446
92 O 1.93 0.94 0.72  -0.304
93 C 1.49 2.61 2.27  -0.449
94 O 0.25 2.54 1.85  -0.319
95 C 1.93 3.44 3.30  -0.629
96 Br 0.58 4.39 4.24  0.740
97 C 4.73 -6.50 2.28  -0.086
98 C 3.84 -5.48 1.62  -0.309
99 C 3.78 -4.17 2.08  -0.041
100 C 2.97 -3.21 1.48  -0.288
101 C 2.98 -1.81 2.02  -0.115
102 C 2.17 -3.53 0.36  -0.529
103 Se 1.11 -2.21 -0.50  0.733
104 C 2.22 -4.87 -0.10  -0.307
105 C 1.41 -5.34 -1.28  -0.105
106 C 3.05 -5.80 0.53  -0.056
107 H 5.24 -6.07 3.15  0.060
108 H 5.49 -6.88 1.60  0.065
109 H 4.16 -7.37 2.64  0.064
110 H 4.38 -3.88 2.94  0.101
111 H 3.51 -1.76 2.97  0.077
112 H 1.96 -1.43 2.15  0.001
113 H 3.44 -1.12 1.31  -0.009
114 H 0.72 -4.57 -1.60  0.007
115 H 0.85 -6.24 -1.02  0.066
116 H 2.06 -5.58 -2.13  0.071
117 H 3.06 -6.82 0.15  0.106

=====

# 3
Computed, not measured: a 2-piece molecular cluster, C3H3N3OS overall, with wB97M-V/def2-TZVPD.

Values from the calculation:
Structure (SMILES): N#C/C=N\O.N=C=S
Molar mass (Da): 129.1
F_max (eV Å⁻¹): 2.66
Energy above the lowest of the compared OMol25 structures with the same formula, charge and spin (eV): 4.111
HOMO energy (eV): -9.8580
LUMO (eV): -0.277

Last column: Löwdin charge in e.
Positions of all 11 atoms, in Å:
1 N -1.73 1.66 -0.27  0.203
2 C -0.62 1.67 -0.01  -0.230
3 C 0.59 1.52 0.60  -0.188
4 N 0.88 0.74 1.57  0.072
5 O -0.08 -0.29 1.84  -0.050
6 H 1.34 2.17 0.31  0.097
7 H -0.89 -0.17 1.28  0.086
8 N -0.85 -1.14 -2.43  0.129
9 C 0.16 -0.66 -2.86  -0.919
10 S 1.54 -0.06 -3.19  0.719
11 H -1.61 -1.69 -2.76  0.080